{
  "formula": "C23H23NO5",
  "method": "wB97M-V/def2-TZVPD",
  "symbols": ["C", "H", "H", "H", "C", "C", "H", "H", "H", "C", "O", "O", "H", "O", "C", "C", "C", "C", "C", "C", "H", "H", "C", "H", "H", "C", "N", "C", "O", "C", "C", "C", "C", "C", "C", "C", "C", "C", "C", "H", "H", "H", "H", "H", "O", "H", "H", "H", "H", "H", "H", "H"],
  "coordinates": [[5.14633, 0.29139, 1.15705], [4.93758, 0.81101, 2.08817], [5.47686, 1.00817, 0.41021], [5.93015, -0.44147, 1.32852], [3.88015, -0.42693, 0.67752], [4.14737, -1.16189, -0.63569], [3.24395, -1.63108, -1.01411], [4.50323, -0.45832, -1.38268], [4.89905, -1.92892, -0.46928], [2.76332, 0.62265, 0.50486], [2.21658, 0.84718, -0.54526], [2.49171, 1.23573, 1.63926], [1.63320, 1.73640, 1.62354], [3.52249, -1.34693, 1.71886], [2.20058, -1.42377, 2.07022], [1.17010, -1.56565, 1.14591], [-0.14535, -1.50895, 1.56568], [-0.46225, -1.32002, 2.90377], [0.57216, -1.27469, 3.82990], [1.88891, -1.33490, 3.42380], [2.69532, -1.26238, 4.13609], [0.34367, -1.15319, 4.87896], [-1.87334, -1.02073, 3.31714], [-2.03338, -1.27854, 4.36432], [-2.58586, -1.58036, 2.70680], [-2.12813, 0.48935, 3.13846], [-2.03820, 0.87923, 1.75469], [-0.97063, 1.50540, 1.21563], [-0.05750, 1.98748, 1.87977], [-1.01098, 1.61216, -0.24240], [-0.21852, 2.33083, -1.10371], [-0.68860, 2.05201, -2.39622], [-1.74157, 1.17544, -2.25442], [-2.60385, 0.54523, -3.23428], [-2.44240, 0.79861, -4.59794], [-3.27139, 0.19467, -5.52247], [-4.27247, -0.66952, -5.10768], [-4.44017, -0.92847, -3.75722], [-3.61485, -0.32792, -2.82718], [-3.74576, -0.53081, -1.77495], [-5.21818, -1.60196, -3.42870], [-4.91845, -1.13937, -5.83408], [-3.13744, 0.39792, -6.57467], [-1.66538, 1.46914, -4.92866], [-1.93989, 0.91364, -0.94354], [-0.29305, 2.44201, -3.31063], [0.59529, 2.96918, -0.83268], [-2.70313, 0.46888, 1.11626], [-1.36936, 1.05922, 3.67884], [-3.12045, 0.75137, 3.51865], [-0.93306, -1.59781, 0.83027], [1.38557, -1.67972, 0.09528]],
  "forces_ev_per_angstrom": [[-0.337, -0.160, 0.070], [0.028, 0.041, 0.039], [0.072, 0.069, -0.082], [0.084, -0.075, -0.027], [0.245, 0.288, -0.300], [-0.236, 0.119, 0.351], [-0.045, -0.027, -0.060], [0.029, 0.034, -0.089], [0.087, -0.040, 0.048], [0.064, -0.020, -0.219], [0.102, 0.030, -0.189], [0.123, 0.382, 0.485], [0.072, -0.275, -0.251], [-0.036, -0.121, 0.074], [-0.351, -0.211, 0.240], [0.345, -0.114, -0.051], [-0.015, -0.058, 0.190], [-0.165, -0.171, -0.043], [0.002, -0.033, -0.102], [0.190, -0.035, -0.198], [0.111, 0.045, 0.072], [-0.020, 0.016, 0.131], [0.170, 0.286, -0.064], [-0.069, -0.052, 0.012], [-0.053, -0.042, 0.052], [-0.071, -0.122, 0.330], [-0.183, -0.035, -0.117], [-0.410, -0.093, -0.104], [0.114, 0.106, 0.067], [0.954, 0.808, -0.507], [-0.548, -0.393, 0.832], [-0.643, -0.517, -0.013], [0.787, 0.703, -0.262], [-0.398, -0.321, -0.060], [0.023, -0.007, 0.236], [-0.009, -0.003, -0.064], [-0.047, -0.039, -0.015], [-0.071, -0.051, -0.077], [0.165, 0.130, 0.051], [-0.018, -0.023, 0.067], [-0.052, -0.046, 0.027], [-0.048, -0.035, -0.059], [0.020, 0.023, -0.075], [0.092, 0.083, -0.056], [-0.260, -0.248, -0.039], [0.028, 0.036, -0.240], [0.167, 0.062, 0.132], [0.081, 0.119, -0.033], [-0.152, -0.037, 0.015], [0.114, 0.045, 0.017], [-0.081, 0.000, -0.065], [0.052, -0.020, -0.074]],
  "gap_ev": 8.36,
  "lumo_energy_ev": 0.2,
  "de_lowest_kj_mol": 50.9,
  "largest_force_ev_per_a": 1.35
}